# C5H19NO5

A 4-piece molecular cluster, C5H19NO5 overall (ωB97M-V/def2-TZVPD, the OMol25 dataset).

XYZ file:
```
30
Properties=species:S:1:pos:R:3:forces:R:3:nbo_charge:R:1
C -0.8908 -0.8934 -0.5607 0.727 -1.917 0.571 -0.65
C 0.5991 -0.6380 -0.8605 1.234 0.097 0.195 -0.07
N 1.6295 -0.7242 0.2243 -0.714 0.305 -0.363 -0.67
C 2.0319 -2.0079 0.6462 0.038 -1.619 0.184 0.09
O 0.9254 -2.9044 0.8041 -0.475 -0.669 -0.201 -0.76
C 0.7290 0.8033 -1.4044 -1.521 0.641 -0.226 0.09
C -0.3404 1.1187 -2.4735 0.629 -0.773 -0.799 -0.64
O 0.4997 1.7323 -0.3333 1.502 -0.491 -0.173 -0.73
H -0.9558 -1.9063 -0.1007 -0.015 0.695 -0.317 0.21
H -1.3980 -1.0366 -1.5351 -0.187 0.787 0.787 0.23
H -1.2715 -0.1948 0.1858 -0.545 0.144 -0.569 0.20
H 0.8630 -1.4497 -1.5790 0.170 0.885 0.097 0.21
H 1.5832 0.0135 0.9062 -0.172 0.039 0.065 0.39
H 2.6350 -2.5011 -0.1582 -0.318 0.310 0.664 0.16
H 2.5552 -2.1287 1.6330 0.142 1.224 -1.026 0.18
H 0.2987 -2.5030 1.4166 0.590 0.004 0.089 0.46
H 1.7297 1.0555 -1.7557 -0.024 -0.399 -0.050 0.20
H -0.4280 0.2204 -3.1167 0.085 0.641 -0.187 0.20
H -0.0453 2.0065 -3.0460 -0.046 -0.343 -0.019 0.22
H -1.3443 1.3264 -2.0989 0.302 -0.108 0.331 0.23
H -0.3950 1.6011 -0.0271 0.306 -0.574 0.174 0.45
O -0.5769 1.4548 2.0134 -0.035 0.204 1.319 -0.97
H -0.3324 0.5341 2.1643 -0.090 -0.336 -0.217 0.49
H -0.3445 1.8616 2.8693 -0.251 0.052 -0.647 0.48
O -0.9633 -1.4964 2.6443 -1.226 -0.876 -0.895 -0.95
H -1.7929 -1.1758 3.0190 0.177 0.388 0.492 0.48
H -1.3727 -2.1004 1.9714 0.737 0.612 0.593 0.48
O -1.5472 3.3388 -0.7280 -0.148 0.745 0.218 -0.92
H -0.7478 3.8823 -0.6840 -0.182 0.013 -0.334 0.47
H -1.3327 2.7116 -0.0359 -0.694 0.317 0.243 0.45
```
Forces are in eV/Å.

The largest force on an atom comes out at 2.13 eV/A. The calculation puts the total energy at -17219.3430 eV. The calculation puts the energy above the lowest of the compared OMol25 structures with the same formula, charge and spin at 44.2 kcal per mole. Its gap between HOMO and LUMO is 0.32849 Eh.